#w
The following is a DFT calculation (ωB97M-V/def2-TZVPD) of a single C2H6FOP molecule.

- SMILES string: CCOPF

```
! wB97M-V def2-TZVPD RIJCOSX def2/J DEFGRID3
* xyz 0 1
H -0.923 -0.642 -1.146
H -1.731 0.574 1.451
H -0.739 -0.872 1.428
H 2.639 0.040 -1.597
C -0.723 0.241 -0.515
P 2.109 -0.544 -0.325
C -1.319 -0.185 0.850
H -2.032 -0.874 0.539
F 3.108 0.340 0.666
O 0.650 0.643 -0.460
H -1.039 1.279 -0.891
*
```

=====

#x
The following is a DFT calculation (ωB97M-V/def2-TZVPD) of 2 unconnected molecules or ions with the total composition C2H6FOP.

- SMILES string: C=CF.OP

```
! wB97M-V def2-TZVPD RIJCOSX def2/J DEFGRID3
* xyz 0 1
H 1.163 2.738 -0.205
H -1.030 -0.657 -0.076
P -2.193 -1.277 0.538
H -0.756 -1.496 2.305
O -1.212 -2.089 1.651
H -2.138 -2.274 -0.425
H 2.593 1.196 -1.448
H 1.248 -0.142 -0.992
C 1.667 0.817 -0.993
F -0.264 1.474 0.107
C 0.923 1.711 -0.464
*
```

=====

#y
The following is a DFT calculation (ωB97M-V/def2-TZVPD) of 2 unconnected molecules or ions with the total composition C2H6FOP.

```
! wB97M-V def2-TZVPD RIJCOSX def2/J DEFGRID3
* xyz 0 1
C -1.194 1.336 -0.705
H -0.642 -1.416 2.709
F 2.384 1.763 2.090
H -1.772 1.841 0.100
C -0.439 -0.530 2.175
H -1.240 0.051 1.838
H -1.819 1.208 -1.573
H -0.326 1.840 -1.025
H -0.948 0.364 -0.263
O 0.723 0.022 2.271
P 2.234 0.192 2.449
*
```

=====

What are the relative energies? In eV: #w 0.000; #x 0.979; #y 1.340.

=====

#w
The following is a DFT calculation (ωB97M-V/def2-TZVPD) of a single C9H11NO3 molecule.

- SMILES string: N[C@@H](Cc1ccc(O)cc1)C(=O)O

```
! wB97M-V def2-TZVPD RIJCOSX def2/J DEFGRID3
* xyz 0 1
C -3.425 -0.338 -0.065
N -1.828 1.426 -0.617
C 2.467 0.926 0.624
H -1.318 -1.579 0.996
H 0.566 -2.227 -0.586
H -1.746 1.960 0.239
C 1.124 0.760 0.936
H 2.922 -1.930 -1.145
C 0.417 -0.363 0.521
O -4.276 0.557 -0.559
H 0.643 1.483 1.561
H -3.707 1.264 -0.951
H 3.024 1.781 0.940
H 4.793 -0.604 -0.887
O 4.439 0.170 -0.423
H -1.664 -0.517 -1.244
C 3.116 -0.039 -0.142
C -1.941 -0.003 -0.322
O -3.780 -1.341 0.500
C -1.065 -0.521 0.825
H -0.983 1.615 -1.136
C 1.085 -1.320 -0.235
C 2.429 -1.170 -0.559
H -1.293 0.008 1.729
*
```

=====

#x
The following is a DFT calculation (ωB97M-V/def2-TZVPD) of a single C9H11NO3 molecule.

- SMILES string: C[NH+](C)C1=CC=C[C@@]2(C(=O)[O-])O[C@@H]12

```
! wB97M-V def2-TZVPD RIJCOSX def2/J DEFGRID3
* xyz 0 1
H 1.314 1.749 -1.460
H 1.041 -2.405 -0.528
H -0.601 1.489 -0.054
O -4.419 -0.009 -0.315
O -3.196 1.902 -0.411
C -2.123 -0.114 0.334
C -0.778 0.577 0.475
H -1.210 -3.281 -0.589
H -3.150 -1.817 -0.182
H 1.798 0.557 2.035
C 0.243 -1.765 -0.024
C 2.169 1.059 1.193
N 1.803 0.172 0.068
H 1.771 1.993 1.152
C -1.073 -2.269 -0.250
C -3.477 0.726 -0.205
C -2.108 -1.492 -0.074
O -1.524 0.274 1.602
H 2.955 1.414 -0.999
C 2.011 0.912 -1.160
H 2.540 -0.511 -0.045
C 0.530 -0.481 0.200
H 3.263 1.114 1.345
H 2.221 0.206 -2.110
*
```

=====

What are the relative energies? In eV: #w 0.000; #x 6.773.

=====

#w
The following is a DFT calculation (ωB97M-V/def2-TZVPD) of a single C9H11NO3 molecule.

- SMILES string: N[C@@H](Cc1ccc(O)cc1)C(=O)O

```
! wB97M-V def2-TZVPD RIJCOSX def2/J DEFGRID3
* xyz 0 1
H -0.680 0.883 1.719
C -1.522 -1.038 -2.194
H -2.717 2.037 -1.773
H 0.583 -1.663 -1.774
C 2.398 -0.352 2.165
C -2.096 1.188 -1.492
C -0.295 -0.875 -1.598
H 1.573 1.109 0.260
H -1.924 -2.006 -2.521
C -2.354 0.038 -2.279
C 1.224 0.086 0.089
C 0.980 -0.414 1.543
H 2.110 -0.485 -0.400
C -0.037 0.175 -0.715
O -3.453 0.078 -3.053
O 3.288 -1.012 1.698
H 1.698 0.937 3.293
C -0.934 1.213 -0.671
H -0.413 -0.046 2.980
H -0.724 2.213 -0.123
H 0.647 -1.446 1.478
H -3.735 -0.853 -3.219
O 2.513 0.415 3.268
N 0.090 0.477 2.242
*
```

=====

#x
The following is a DFT calculation (ωB97M-V/def2-TZVPD) of a single C9H11NO3 molecule.

- SMILES string: CC[C@]1(C(C)=O)OCc2conc21

```
! wB97M-V def2-TZVPD RIJCOSX def2/J DEFGRID3
* xyz 0 1
C 0.366 -0.847 -1.275
H 1.654 -0.956 2.258
H -0.209 -1.017 1.483
O 2.370 1.428 0.377
H -1.992 1.387 0.532
C -1.960 0.313 0.671
H -2.760 0.002 1.358
H -1.002 1.695 -2.500
H 3.318 -0.771 1.732
N 0.634 -2.123 -1.457
C -0.097 1.268 -2.219
C 1.801 0.418 0.574
O 0.081 1.490 -0.873
H 0.613 1.784 -2.856
C -0.036 -1.196 -3.335
C 0.425 0.295 -0.012
H -0.076 -1.148 -4.464
H -0.399 0.834 1.809
C 2.304 -0.713 1.397
C -0.034 -0.179 -2.414
C -0.516 0.043 1.145
H -2.162 -0.174 -0.320
H 2.202 -1.754 0.913
O 0.365 -2.351 -2.766
*
```

=====

What are the relative energies? In eV: #w 0.000; #x 3.508.

=====

#w
The following is a DFT calculation (ωB97M-V/def2-TZVPD) of a molecular structure, C30H43BrIrN5O2P2S.

```
! wB97M-V def2-TZVPD RIJCOSX def2/J DEFGRID3
* xyz 2 1
C 2.906 4.419 1.558
H 4.341 1.181 2.654
H -0.048 -2.773 6.123
H -0.772 3.647 -0.960
C -1.898 -1.970 0.138
C -3.092 -2.872 -1.710
Br -4.340 -4.059 -2.419
N 2.222 -3.601 1.523
C 4.016 -0.290 1.109
P 1.948 -2.011 1.769
C 4.204 -1.527 3.193
H 2.087 -3.977 -1.206
C -0.518 -1.167 4.703
H 5.721 1.002 1.554
C 2.541 3.684 -0.699
C -1.634 3.837 4.438
C 1.093 -2.896 4.269
C -1.306 4.578 3.313
H 3.651 -1.201 4.080
H 2.124 -3.174 4.481
C 2.158 3.366 2.005
H 6.209 -1.225 2.443
Ir -0.103 0.301 0.346
C 5.442 -0.656 2.970
C -2.409 -1.989 -2.535
H -0.336 -0.379 2.656
C -1.734 3.142 -0.935
C 1.473 -5.484 0.231
C -1.371 3.998 2.051
H 0.979 0.071 3.731
C -1.771 2.672 1.914
H 1.900 -6.399 0.641
H -0.935 -0.427 -2.576
H -3.593 0.757 -0.855
C 4.925 0.466 2.068
H 3.255 0.315 0.627
H 5.866 -0.302 3.907
C 3.106 4.576 0.182
H 3.698 5.401 -0.190
N 1.637 2.494 1.115
H -3.614 0.352 0.870
S 1.047 1.416 -1.226
H 1.201 -1.539 5.958
H -1.912 2.707 -1.919
H 0.617 -5.762 -0.381
H 4.610 -0.769 0.323
C -1.499 -1.121 -1.968
H -1.589 4.293 5.418
H -1.641 -1.960 1.193
O 0.958 1.442 1.620
H -2.576 -1.976 -3.602
H -3.317 -3.557 0.325
H -2.423 0.901 2.961
H -1.013 5.615 3.411
H 3.861 -3.137 0.239
C -3.437 1.150 0.151
H -2.524 3.861 -0.719
C -2.100 1.934 3.051
C 0.292 -0.747 3.486
N -1.256 -1.095 -0.651
C 1.075 -4.536 1.371
H -4.148 1.955 0.338
H 3.980 -4.686 1.081
C -2.037 2.513 4.306
C 1.784 2.618 -0.208
H 1.925 3.154 3.038
H 0.167 -3.977 1.130
N 3.394 -1.297 1.980
H 0.535 -3.808 4.060
C -2.822 -2.870 -0.346
H 0.904 -5.080 2.299
O 1.200 -1.302 0.648
H -1.120 4.595 1.184
C 0.449 -2.114 5.415
H -0.820 -0.320 5.315
H 4.451 -2.583 3.316
H -2.312 1.941 5.182
N 1.006 -1.969 3.113
C 2.543 -4.713 -0.540
C 3.294 -4.003 0.575
H 3.326 5.111 2.272
H -1.414 -1.711 4.394
P -1.767 1.832 0.311
H 3.190 -5.361 -1.128
H 2.666 3.782 -1.769
*
```

=====

#x
The following is a DFT calculation (ωB97M-V/def2-TZVPD) of a molecular structure, C30H43BrIrN5O2P2S.

```
! wB97M-V def2-TZVPD RIJCOSX def2/J DEFGRID3
* xyz 2 1
H 3.870 2.413 -0.636
H -2.223 6.149 1.000
H 0.517 1.771 -2.446
C -4.616 1.249 -2.339
H 2.485 -1.944 -5.114
N -3.401 0.988 -1.591
H -3.598 2.390 0.990
H -1.263 3.347 -5.876
C 1.591 -1.537 -4.672
H 7.711 -2.053 -0.265
H -1.336 -4.693 4.424
H 0.313 1.825 -4.861
H -6.023 -0.197 -3.162
C 0.475 -1.246 -5.453
O 0.310 -0.538 1.911
Ir 0.404 -0.392 -0.427
H -1.197 4.614 -0.987
C -3.530 -0.301 -0.925
C 5.593 -2.326 -0.431
C -4.973 -0.126 -2.891
H 5.334 1.360 0.647
S -0.322 -2.717 0.096
H -2.665 2.172 -4.405
C -0.903 -3.846 2.511
H -3.856 -0.164 0.113
H -4.476 5.283 0.903
H -4.224 -2.022 -2.088
H -4.378 -0.344 -3.778
H -2.561 -0.815 -0.904
H -1.467 -0.090 -2.951
C -0.616 -0.519 -3.462
C -4.596 -1.063 -1.735
C 4.246 -0.397 0.048
P 2.641 0.460 0.174
H -1.218 -4.705 1.943
H -0.486 -2.689 5.650
H -1.561 4.560 1.422
P -2.149 2.030 -1.307
H 3.447 -2.302 -0.523
Br 0.495 -1.539 -7.324
C 0.229 2.798 -4.372
H 3.443 1.872 2.000
C 2.657 1.129 1.874
H 2.114 2.671 -0.664
H 0.268 -0.707 4.314
H 2.815 0.312 2.576
C -0.433 -2.727 1.818
H -5.464 -1.255 -1.109
C 0.001 2.636 -2.873
H 2.896 1.678 -1.915
C 5.400 0.328 0.336
H -4.863 3.147 0.006
C -0.069 -1.626 3.863
C -2.223 4.690 -0.628
N -0.060 -1.621 2.515
O -1.129 1.393 -0.426
H -0.911 4.603 -4.695
H -5.418 1.598 -1.679
C 6.740 -1.595 -0.166
C 4.346 -1.731 -0.325
C -0.503 -2.716 4.573
C -1.034 3.531 -4.830
C -3.848 3.273 0.394
H 1.128 3.375 -4.577
H 5.673 -3.363 -0.722
N 0.455 -0.785 -2.714
C 1.531 -1.294 -3.314
C 2.909 1.955 -0.862
C 6.640 -0.269 0.226
C -3.717 4.562 1.210
H 7.528 0.305 0.446
H 2.380 -1.513 -2.682
C -0.956 -3.841 3.886
H -2.759 5.419 -1.247
C -2.326 5.079 0.844
N -2.899 3.405 -0.710
C -2.132 2.990 -3.912
H 1.684 1.573 2.073
H 0.338 3.539 -2.350
N -1.439 2.483 -2.738
C -0.656 -0.728 -4.826
H -3.829 4.378 2.276
H -2.850 3.762 -3.629
H -4.450 2.007 -3.098
H -1.546 -0.509 -5.395
*
```

=====

What are the relative energies? In eV: #w 0.000; #x 3.258.